Entry 1:
Below is a structure of composition C83H105CsN6O2P2Si in a non-equilibrium geometry, with properties calculated with ωB97M-V/def2-TZVPD.

```
200
Properties=species:S:1:pos:R:3
Cs 0.74778 0.54289 -0.44159
C -2.35827 4.94760 2.85351
C -2.79248 4.55122 1.43821
C -3.22026 5.79621 0.65749
C -3.88642 3.50274 1.45376
C -4.94856 3.65666 2.32925
C -5.95577 2.70609 2.42158
C -5.87267 1.60005 1.59875
C -4.83982 1.41650 0.67887
C -5.00041 0.17382 -0.18918
C -6.24568 0.31544 -1.07785
C -3.83192 -0.21640 -1.07663
C -3.80948 2.38016 0.58908
N -2.71213 2.25967 -0.24658
C -2.63268 3.06590 -1.28266
O -3.52750 3.76717 -1.80215
C -1.25077 3.18970 -1.93061
C -1.16613 3.56056 -3.26769
C 0.07818 3.71933 -3.84468
C 1.20652 3.57865 -3.04983
C 1.03645 3.25815 -1.71051
N -0.16580 3.03683 -1.16506
C 2.29274 3.25105 -0.83825
O 2.57868 4.29217 -0.22015
N 2.97608 2.12422 -0.94028
C 4.26515 1.96190 -0.44856
C 4.54367 1.74807 0.91857
C 5.84018 1.43033 1.31223
C 6.87975 1.35541 0.39907
C 6.61432 1.61183 -0.93875
C 5.32979 1.89709 -1.37583
C 5.07699 2.21498 -2.83895
C 5.75296 3.53359 -3.21989
C 5.49795 1.09300 -3.78647
C 3.47285 1.93471 1.97956
C 3.37909 0.77137 2.96807
C 3.71688 3.25897 2.70994
H -1.41885 5.50415 2.81999
H -2.21711 4.06827 3.48469
H -3.10226 5.58814 3.33331
H -1.93228 4.10692 0.92813
H -4.06391 6.28028 1.15915
H -3.52248 5.52401 -0.35392
H -2.39940 6.51577 0.59661
H -4.99298 4.53918 2.95788
H -6.78925 2.83513 3.10338
H -6.65746 0.84873 1.64211
H -5.18144 -0.65347 0.50953
H -7.15054 0.49597 -0.49596
H -6.11317 1.15435 -1.76183
H -6.39510 -0.58860 -1.67551
H -3.67571 0.52773 -1.84797
H -4.05501 -1.17363 -1.56152
H -2.89867 -0.29661 -0.52577
H -2.08367 3.69616 -3.82277
H 0.16662 3.94967 -4.89938
H 2.20303 3.72647 -3.44427
H 6.04668 1.26563 2.36477
H 7.88628 1.12303 0.72849
H 7.42515 1.58598 -1.65985
H 3.99875 2.34657 -2.94219
H 6.83758 3.46799 -3.10146
H 5.39424 4.34539 -2.58603
H 5.54118 3.78940 -4.26108
H 6.56718 0.87688 -3.71243
H 5.28151 1.37246 -4.82025
H 4.95996 0.17050 -3.56962
H 2.51244 2.00881 1.46891
H 4.26353 0.71445 3.60850
H 3.27338 -0.18226 2.44705
H 2.50685 0.89857 3.61525
H 4.74160 3.29551 3.08951
H 3.03722 3.36634 3.55712
H 3.56491 4.09067 2.02182
C 0.68488 -3.44463 -0.91829
N 2.14632 -3.31906 -0.70732
P 2.65728 -2.55456 0.80763
C 4.23660 -3.46306 1.08659
C 5.33228 -2.76295 1.57455
C 6.50735 -3.43294 1.89754
C 6.58923 -4.80581 1.72603
C 5.49797 -5.50907 1.22378
C 4.32879 -4.83958 0.90599
C 1.75219 -3.34180 2.23012
C 0.37633 -3.55376 2.26811
C -0.27096 -3.91577 3.44202
C 0.44057 -4.05094 4.62085
C 1.81021 -3.82820 4.61042
C 2.45472 -3.47901 3.43525
P 2.85059 -2.21058 -1.91909
C 4.63878 -2.64734 -1.81957
C 5.17081 -3.87834 -2.20224
C 6.53765 -4.08804 -2.18545
C 7.39627 -3.06334 -1.79496
C 6.87885 -1.83860 -1.41049
C 5.50326 -1.63452 -1.42334
C 2.48131 -3.05503 -3.50083
C 2.57584 -2.25609 -4.63537
C 2.43718 -2.80962 -5.90002
C 2.17665 -4.16321 -6.03764
C 2.05240 -4.96382 -4.90882
C 2.20721 -4.41397 -3.64663
H 0.33589 -4.38335 -0.48631
H 0.46600 -3.46634 -1.98593
H 0.08499 -2.62757 -0.48712
H 5.27406 -1.68467 1.68576
H 7.35885 -2.87699 2.26830
H 7.50487 -5.32969 1.97074
H 5.56491 -6.57973 1.07494
H 3.47553 -5.37786 0.51068
H -0.21732 -3.42954 1.38026
H -1.34381 -4.06049 3.43000
H -0.06718 -4.31295 5.54066
H 2.38493 -3.92380 5.52296
H 3.52167 -3.31074 3.46443
H 4.51410 -4.68250 -2.50910
H 6.93793 -5.04958 -2.48295
H 8.46676 -3.22810 -1.78600
H 7.53023 -1.03607 -1.09337
H 5.10208 -0.67877 -1.10599
H 2.74840 -1.19049 -4.52920
H 2.49418 -2.17340 -6.77333
H 2.03539 -4.58965 -7.02257
H 1.82668 -6.01792 -5.01335
H 2.11420 -5.04014 -2.76704
C -5.73786 -0.68912 4.84910
C -4.95018 -1.96732 4.53622
C -5.90304 -2.98652 3.91123
C -4.38613 -2.54916 5.84005
C -3.78226 -1.64813 3.60847
C -3.50166 -2.36869 2.45549
C -2.40802 -2.00742 1.68322
N -1.58077 -1.01287 1.97097
C -1.85045 -0.30534 3.06948
C -2.92687 -0.59301 3.89882
C -0.98395 0.87258 3.38126
C -0.77421 1.27629 4.69163
C -0.05556 2.44007 4.96014
C 0.38803 3.16450 3.86540
C 0.16715 2.66550 2.58672
N -0.46841 1.53025 2.34349
C 0.18044 2.87833 6.40184
C 1.15157 4.05677 6.48341
C -1.16311 3.29972 7.01263
C 0.76808 1.71143 7.20564
H -6.63493 -0.93996 5.42010
H -6.03348 -0.17546 3.93521
H -5.15260 0.01441 5.44106
H -6.74892 -3.14974 4.58149
H -5.41677 -3.95004 3.74945
H -6.29171 -2.63118 2.95570
H -5.19786 -2.77166 6.53662
H -3.70562 -1.84474 6.32000
H -3.83513 -3.47203 5.64675
H -4.12323 -3.18890 2.12734
H -2.20308 -2.55005 0.76593
H -3.11753 0.04493 4.75003
H -1.16834 0.67576 5.50118
H 0.90582 4.10478 3.97091
H 0.52262 3.21442 1.71875
H 0.74869 4.94534 5.99680
H 2.10901 3.81683 6.01803
H 1.33365 4.30533 7.53095
H -1.59284 4.13463 6.45702
H -1.02780 3.60698 8.05263
H -1.88064 2.47847 6.98794
H 1.67496 1.33271 6.73107
H 0.06478 0.88331 7.29398
H 1.01995 2.04516 8.21488
C -1.85601 0.21769 -3.94113
Si -2.34217 0.03839 -5.82110
C -2.28885 -1.95800 -5.82871
C -2.42320 -2.50330 -7.24907
C -3.28582 -2.69694 -4.92142
C -0.89025 -2.30717 -5.32806
C -4.25044 0.65053 -5.81180
C -4.74468 1.02552 -4.41277
C -4.31039 1.90144 -6.68984
C -5.25085 -0.35109 -6.38923
H -2.20312 -0.60669 -3.31008
H -2.23779 1.14186 -3.51295
H -0.76407 0.24976 -3.87549
H -3.38911 -2.25342 -7.69113
H -2.32312 -3.60052 -7.25708
H -1.65170 -2.07842 -7.89485
H -4.27389 -2.75024 -5.37041
H -3.38336 -2.21148 -3.94599
H -2.96205 -3.73453 -4.73931
H -0.13382 -1.72310 -5.85792
H -0.67662 -3.37445 -5.48932
H -0.77891 -2.10357 -4.26085
H -4.19264 1.85902 -3.97393
H -4.66473 0.18013 -3.72767
H -5.80352 1.32699 -4.44238
H -3.61161 2.66380 -6.33871
H -5.32471 2.32876 -6.67735
H -4.03678 1.67079 -7.72224
H -5.40357 -1.19453 -5.72234
H -4.93528 -0.73413 -7.36310
H -6.23073 0.13150 -6.52828
```

Computed properties:
LUMO: 0.109 Eh
Relative energy (zero: lowest compared OMol25 entry of this formula, charge and spin): 2.03 kcal/mol
Energy: -127818.0368 eV
Total charge: -2
Multiplicity: 1

Entry 2:
Below is a structure of composition C83H196AsF6N8O5P in a non-equilibrium geometry, with properties calculated with ωB97M-V/def2-TZVPD.

```
300
Properties=species:S:1:pos:R:3
C 19.59332 1.52294 -37.14498
C 18.50930 2.21885 -37.99200
C 18.45509 3.73936 -37.72877
C 18.24318 4.19876 -36.20887
P 18.97233 5.77924 -35.71919
C 18.64707 5.92693 -33.97200
C 19.21875 4.68588 -33.07250
C 19.22274 4.84579 -31.55763
C 17.90249 4.39200 -30.83784
C 18.25235 7.20573 -36.35190
C 16.74445 7.13579 -36.78571
C 16.27529 8.26623 -37.69812
C 14.75654 8.24813 -38.07562
C 20.80475 5.76051 -35.95803
C 21.43316 6.84458 -35.06470
C 22.97280 6.84533 -35.11263
C 23.70137 6.83828 -36.45010
H 19.00505 1.07109 -36.34632
H 20.41521 2.19432 -36.89626
H 20.02856 0.72602 -37.74797
H 17.48947 1.85161 -37.87719
H 18.73249 2.17525 -39.05802
H 17.59063 4.03138 -38.32502
H 19.28582 4.29760 -38.16047
H 18.50373 3.47221 -35.43923
H 17.21983 4.53580 -36.04377
H 17.56894 6.05339 -33.87325
H 19.10322 6.90291 -33.80618
H 20.19972 4.51775 -33.51695
H 18.86665 3.67604 -33.28308
H 19.58365 5.82946 -31.25723
H 20.03743 4.24476 -31.15372
H 18.07399 4.12981 -29.79384
H 17.47069 3.50053 -31.29272
H 17.16158 5.17099 -31.01767
H 18.90490 7.54686 -37.15559
H 18.32301 8.04332 -35.65796
H 16.07195 7.04732 -35.93247
H 16.52802 6.31713 -37.47204
H 16.95330 8.47551 -38.52552
H 16.14617 9.07605 -36.98005
H 14.01981 7.82173 -37.39481
H 14.80696 7.56405 -38.92274
H 14.31561 9.19693 -38.38134
H 21.12377 5.92981 -36.98646
H 21.27539 4.78515 -35.83443
H 21.24410 6.64538 -34.00986
H 21.10421 7.87339 -35.21112
H 23.33890 6.04136 -34.47411
H 23.17504 7.85463 -34.75412
H 23.55664 5.84144 -36.86658
H 24.73781 7.14992 -36.32056
H 23.17485 7.51870 -37.11935
C 14.56032 1.84319 -44.48753
C 15.64330 2.90060 -44.50733
N 15.56403 4.02937 -43.38581
C 16.89383 4.89850 -43.29355
C 14.42258 4.97698 -43.71624
C 14.03940 6.02714 -42.60458
C 15.29227 3.30293 -41.95601
C 16.35407 2.23514 -41.56953
O 17.77088 2.52387 -41.81319
C 18.59441 1.31800 -41.65382
H 13.58578 2.25178 -44.75480
H 14.57630 1.34855 -43.51636
H 14.90188 1.06646 -45.17173
H 15.76367 3.49212 -45.41491
H 16.57519 2.34431 -44.40622
H 16.79275 5.28394 -42.27899
H 17.01583 5.75104 -43.96167
H 17.72981 4.20440 -43.37993
H 13.57393 4.31010 -43.86847
H 14.78855 5.51328 -44.59177
H 13.71756 5.47117 -41.72400
H 13.18062 6.60076 -42.95325
H 14.82038 6.73828 -42.33541
H 14.35122 2.76750 -42.08186
H 15.24661 4.17793 -41.30763
H 16.09892 1.25696 -41.97718
H 16.18275 1.98762 -40.52193
H 18.33940 0.34250 -41.23973
H 19.29211 1.70698 -40.91219
H 19.07559 1.01093 -42.58240
C 20.68295 12.64182 -41.12185
C 20.36572 13.55777 -39.94633
N 19.59282 12.82693 -38.79872
C 19.13858 13.85258 -37.71567
C 18.27998 12.22065 -39.39004
C 17.35236 11.46663 -38.38323
C 20.44712 11.77446 -38.12066
C 21.61722 12.24828 -37.25789
O 22.54083 12.94041 -38.09516
C 23.58297 13.53166 -37.49742
H 21.25600 13.23177 -41.83717
H 19.80262 12.38470 -41.71092
H 21.18511 11.69635 -40.91683
H 19.55374 14.25740 -40.14463
H 21.24517 14.09324 -39.58866
H 20.01163 14.48705 -37.56298
H 18.80785 13.21603 -36.89498
H 18.39080 14.50830 -38.16172
H 18.63990 11.51117 -40.13515
H 17.64484 12.92257 -39.93042
H 17.73166 10.52672 -37.98222
H 16.45375 11.21569 -38.94682
H 17.00767 12.18294 -37.63745
H 20.78785 11.15546 -38.95063
H 19.71752 11.21752 -37.53277
H 22.03971 11.34133 -36.82539
H 21.29073 12.89659 -36.44475
H 24.37831 14.04851 -38.03445
H 24.11276 12.87990 -36.80270
H 23.08151 14.22501 -36.82222
C 15.73113 9.66669 -43.24844
C 17.21961 10.25704 -43.26151
N 18.03933 10.07193 -44.56800
C 18.28620 8.49569 -44.79374
C 17.12615 10.71043 -45.69914
C 16.99517 12.24078 -45.76238
C 19.39353 10.84675 -44.45378
C 20.24746 11.00367 -45.80063
O 20.63612 9.70873 -46.28899
C 21.54516 9.89063 -47.35780
H 14.96742 10.29348 -43.70886
H 15.35688 9.51065 -42.23666
H 15.74384 8.63123 -43.58867
H 17.68222 9.68719 -42.45568
H 17.23228 11.31540 -43.00107
H 19.30005 8.41863 -44.40096
H 18.27304 8.15556 -45.82923
H 17.56033 7.94707 -44.19356
H 16.17726 10.17433 -45.68200
H 17.60122 10.44728 -46.64421
H 17.96007 12.73050 -45.89365
H 16.59240 12.45685 -44.77284
H 16.15204 12.54029 -46.38489
H 19.96205 10.31869 -43.68825
H 19.19436 11.84318 -44.05935
H 21.12570 11.60345 -45.56179
H 19.65827 11.61322 -46.48576
H 21.03828 10.41647 -48.16691
H 21.56671 8.86933 -47.73805
H 22.46447 10.40716 -47.08183
C 9.70532 7.33260 -39.08016
C 9.78196 7.23139 -37.53335
N 10.21717 5.88481 -36.99624
C 11.45683 5.40341 -37.74995
C 10.49781 6.15156 -35.44583
C 11.65725 7.15066 -35.21748
C 9.09483 4.84884 -37.19858
C 9.51792 3.34821 -37.04728
O 10.30896 3.12285 -35.92252
C 10.44913 1.76731 -35.51338
H 10.73698 7.28933 -39.42931
H 9.32185 8.26276 -39.49952
H 9.21185 6.51477 -39.60528
H 8.80903 7.55836 -37.16646
H 10.52887 7.97649 -37.25940
H 12.16845 6.22838 -37.71648
H 11.26097 5.26462 -38.81319
H 11.90995 4.51093 -37.31836
H 10.80870 5.26220 -34.89766
H 9.59684 6.48187 -34.92888
H 11.75550 6.95268 -34.15012
H 11.53816 8.23387 -35.24141
H 12.52599 6.72426 -35.71905
H 8.76020 5.08891 -38.20778
H 8.25991 5.21977 -36.60409
H 9.94966 2.99501 -37.98373
H 8.69565 2.65573 -36.86718
H 9.48652 1.27677 -35.36902
H 10.92580 1.69408 -34.53587
H 10.96574 1.07998 -36.18330
C 10.64981 8.32901 -47.23312
C 9.32540 7.95180 -46.56380
N 9.40433 7.59084 -45.07262
C 8.06243 6.92499 -44.77758
C 10.53238 6.44327 -44.80127
C 10.53462 5.25327 -45.77889
C 9.82171 8.59700 -44.04399
C 9.03872 9.96973 -44.14926
O 9.52761 10.66826 -45.32389
C 8.79498 11.87864 -45.56849
H 10.42081 8.69777 -48.23296
H 11.27889 7.44074 -47.29097
H 11.19206 9.10739 -46.69629
H 8.86869 7.12191 -47.10305
H 8.65926 8.81282 -46.50907
H 7.29233 7.66653 -44.99013
H 7.89542 6.82978 -43.70467
H 8.01779 6.00157 -45.35499
H 10.36694 6.19489 -43.75291
H 11.51131 6.92183 -44.82890
H 9.62400 4.69442 -45.56310
H 11.44494 4.67603 -45.61702
H 10.49700 5.69062 -46.77659
H 10.87782 8.83539 -44.17007
H 9.75756 8.15213 -43.05098
H 9.55264 10.50670 -43.35198
H 7.95236 9.92456 -44.07254
H 9.18332 12.23471 -46.52269
H 9.01775 12.57558 -44.76056
H 7.72549 11.73107 -45.71852
C 8.85809 15.98890 -36.21857
C 9.84776 15.07693 -37.04327
C 9.21342 13.62108 -37.37034
C 7.74024 13.58776 -37.89489
N 7.23576 12.25375 -38.44356
C 5.68189 12.45504 -38.52013
C 5.06093 12.09749 -37.11310
C 6.24436 11.52892 -36.29615
C 7.31075 11.18482 -37.35519
C 8.03081 11.90928 -39.67839
H 7.92189 16.06382 -36.77175
H 9.14238 17.00067 -35.92942
H 8.66766 15.61693 -35.21185
H 10.81571 15.04866 -36.54290
H 9.86787 15.53778 -38.03085
H 9.25097 13.13605 -36.39493
H 9.97507 13.10185 -37.95204
H 7.62393 14.40830 -38.60290
H 7.18905 13.92499 -37.01707
H 5.34007 11.85915 -39.36640
H 5.49536 13.47535 -38.85522
H 4.22697 11.41009 -37.25492
H 4.57375 12.97845 -36.69519
H 6.13295 10.47403 -36.04536
H 6.55123 12.23605 -35.52551
H 6.88445 10.36519 -37.93362
H 8.31182 10.96973 -36.98144
H 7.74250 10.92093 -40.03636
H 9.11676 11.89049 -39.58641
H 7.66507 12.63109 -40.40870
C 12.68467 11.90915 -36.55269
C 13.46022 10.65329 -36.07955
C 14.16307 10.60183 -34.72497
C 13.16703 10.49003 -33.42505
N 13.94859 10.20671 -32.10443
C 13.02063 10.12133 -30.88141
C 12.66453 8.66995 -30.76605
C 13.99396 8.02095 -30.87592
C 14.64448 8.84608 -32.03256
C 15.09913 11.34473 -31.92465
H 11.69316 12.00771 -36.11077
H 12.67024 11.99702 -37.63905
H 13.30724 12.78696 -36.37963
H 14.15409 10.50165 -36.90638
H 12.81796 9.77579 -36.15435
H 14.80021 11.48304 -34.65010
H 14.99600 9.89875 -34.72506
H 12.66471 9.54611 -33.63669
H 12.49701 11.34388 -33.32451
H 13.69987 10.39339 -30.07350
H 12.34018 10.96526 -30.99489
H 12.30631 8.43136 -29.76462
H 11.94018 8.36452 -31.52112
H 14.34244 7.93621 -29.84661
H 13.85647 7.01194 -31.26464
H 15.71439 9.05319 -32.05511
H 14.41307 8.43742 -33.01620
H 15.70028 11.21751 -31.02435
H 14.64175 12.32832 -31.81763
H 15.85215 11.34757 -32.71273
C 11.46048 19.66598 -43.98450
C 12.93928 19.19813 -43.84795
C 13.10470 17.64946 -43.55244
C 12.13095 16.75071 -44.29144
N 12.40039 15.19147 -43.94333
C 11.36000 14.28522 -44.61073
C 11.84088 12.89291 -44.86037
C 13.33375 13.06694 -44.85166
C 13.55055 14.55466 -44.72020
C 12.50556 15.04039 -42.43364
H 11.08119 19.13814 -44.85950
H 11.18727 20.70502 -44.16850
H 10.79195 19.34771 -43.18457
H 13.44112 19.85095 -43.13374
H 13.42633 19.38622 -44.80477
H 13.23770 17.49113 -42.48223
H 14.07321 17.27990 -43.88937
H 12.13354 16.96430 -45.36030
H 11.10311 16.91384 -43.96735
H 10.47075 14.23171 -43.98266
H 11.01314 14.76619 -45.52531
H 11.63123 12.33034 -43.95062
H 11.38312 12.48046 -45.75951
H 13.88141 12.51239 -44.08966
H 13.79670 12.68634 -45.76211
H 14.43808 15.00039 -44.27107
H 13.40290 14.87317 -45.75212
H 11.72016 15.50825 -41.84004
H 13.49874 15.42500 -42.20179
H 12.47991 13.96518 -42.25653
As 12.60142 10.23061 -40.80657
F 13.23283 8.63097 -41.39387
F 13.05442 11.00268 -42.36444
F 11.97303 11.87913 -40.23059
F 12.17444 9.55269 -39.13244
F 14.23795 10.60737 -40.23770
F 11.05116 9.76942 -41.56934
```

Computed properties:
LUMO: -0.494 Eh
Energy: -197745.5874 eV
Total charge: +8
Multiplicity: 1